Record 1
8
Properties=species:S:1:pos:R:3 method="wB97M-V/def2-TZVPD" total_charge=0 largest_force_ev_per_a=2.53 gap_ev=9.73 lumo_energy_ev=0.59 e_homo_ev=-9.14 smiles=NSCBr
C 0.1122 -1.4419 0.6155
N -0.3378 0.9763 -0.8146
S -0.4299 -0.6647 -1.1589
Br -0.4762 -3.2306 0.8465
H -0.3672 -0.7860 1.3353
H 1.1941 -1.3831 0.6617
H 0.3388 1.4346 -1.4121
H -1.2446 1.4280 -0.8756

Record 2
7
Properties=species:S:1:pos:R:3 method="wB97M-V/def2-TZVPD" total_charge=0 largest_force_ev_per_a=4.82 gap_ev=9.87 lumo_energy_ev=0.26 e_homo_ev=-9.61
C -0.2421 0.4927 -0.3901
P 0.1141 -0.0331 1.3266
Br -0.5106 -0.9156 -1.6849
H -1.0063 1.2495 -0.5192
H 1.1082 1.1641 -1.0203
H -0.7045 -1.1718 1.2730
H 1.2412 -0.7859 1.0148